Entry from OMol25: C5H7N as an isolated structure in a non-equilibrium geometry (the ωB97M-V functional and the def2-TZVPD basis).

```
13
Properties=species:S:1:pos:R:3
N -2.085 1.684 0.410
C -0.927 1.394 0.025
C 0.395 1.318 -0.478
C -0.155 -0.011 0.053
C 0.667 -1.006 0.820
C 0.150 -1.347 -0.562
H 1.167 1.775 0.124
H 0.496 1.379 -1.552
H -1.983 0.645 0.606
H 0.262 -1.549 1.675
H 1.735 -0.800 0.905
H 0.886 -1.358 -1.367
H -0.607 -2.126 -0.659
```

Values from the calculation:
HOMO-LUMO gap = 9.804 eV
E = -6783.63030 eV
Molecular weight = 81.12 g mol⁻¹